109
Properties=species:S:1:pos:R:3:forces:R:3 method="wB97M-V/def2-TZVPD" fmax_ev_per_a=2.86 mol_weight_g_mol=589.81 de_lowest_kcal_mol=0.0
O 0.824 -3.906 -2.682 0.6 -0.1 -0.3
H 1.187 -4.324 -1.899 0.0 -0.2 0.1
H 0.142 -3.313 -2.347 -0.7 0.1 0.1
O -4.545 -3.716 -2.659 -0.1 -0.4 0.3
H -4.379 -2.776 -2.799 0.2 0.4 -0.1
H -5.453 -3.759 -2.355 -0.2 -0.1 0.0
O -3.076 0.942 -1.510 -0.2 -0.1 0.4
H -3.353 1.287 -0.659 -0.2 -0.1 0.1
H -2.365 1.529 -1.793 0.2 0.3 -0.3
O -0.780 1.864 -4.641 -0.5 0.0 -0.1
H 0.179 1.779 -4.675 0.3 -0.3 0.2
H -0.985 2.169 -3.751 -0.1 0.2 -0.2
O 1.098 3.023 -1.039 -0.5 0.5 0.0
H 1.821 2.419 -1.252 0.3 -0.7 0.2
H 1.506 3.891 -1.007 0.0 0.2 0.1
O -1.518 3.118 -2.205 -0.2 -0.1 0.3
H -2.071 3.619 -1.603 -0.2 0.2 -0.1
H -0.672 3.045 -1.744 0.7 0.0 0.2
O -3.617 -1.151 -3.047 -0.2 -0.2 -0.3
H -3.563 -0.353 -2.503 0.0 0.3 0.3
H -3.623 -0.828 -3.950 0.1 -0.1 -0.2
O -0.335 -4.666 1.234 0.7 -0.3 0.3
H -1.227 -4.827 0.896 -0.2 0.0 -0.3
H -0.260 -3.708 1.277 0.0 0.1 0.0
C -1.296 1.867 8.985 0.1 0.1 -0.3
C -2.057 1.032 7.961 0.3 -0.4 0.2
C -1.506 -0.410 7.897 -1.1 0.9 -0.2
O -0.110 -0.498 7.844 0.5 0.2 0.0
C 0.489 -0.043 6.635 -0.5 -0.8 -0.6
N -3.494 1.076 8.237 -0.5 -0.5 0.2
H -1.877 2.774 9.148 0.3 0.1 0.2
H -0.303 2.103 8.601 -0.1 0.2 -0.1
H -1.092 1.358 9.928 -0.4 -0.2 0.1
H -1.919 1.486 6.978 0.0 0.2 -0.1
H -2.026 -0.886 7.062 0.4 -0.3 -0.5
H -1.934 -0.914 8.766 0.8 -0.2 0.4
H 1.532 -0.356 6.596 0.0 0.0 0.4
H 0.436 1.017 6.381 -0.1 0.3 0.7
H 0.001 -0.545 5.796 -0.1 -0.2 -0.2
H -3.729 0.635 9.119 0.5 0.4 0.7
H -4.032 0.444 7.655 0.2 0.2 -0.9
C 0.328 -0.352 -1.739 0.1 0.2 1.2
C -0.226 -1.446 -0.807 -1.4 1.3 -0.3
C -0.820 -0.938 0.560 1.0 -0.5 -0.9
O -0.405 -1.917 1.522 -0.7 1.5 0.2
C -0.663 -1.480 2.845 -0.1 -1.0 0.5
N -1.268 -2.214 -1.493 0.5 -1.3 0.2
H -0.464 0.224 -2.217 0.1 0.0 -0.2
H 1.067 -0.723 -2.449 -0.5 -0.3 -0.3
H 0.921 0.297 -1.092 -0.1 0.3 -0.1
H 0.667 -2.025 -0.569 -0.4 -0.6 0.2
H -1.910 -0.900 0.510 -0.1 -0.1 -0.1
H -0.496 0.071 0.824 0.4 0.0 0.2
H 0.123 -0.820 3.212 0.1 0.0 0.0
H -0.749 -2.394 3.434 0.5 0.0 0.2
H -1.631 -1.007 3.028 -0.2 0.3 -0.7
H -2.014 -1.754 -2.000 0.6 0.8 -0.3
H -1.781 -2.784 -0.833 0.4 -0.4 0.1
C -3.498 -6.035 2.265 -0.2 0.2 0.7
C -3.846 -4.903 1.297 -0.4 -1.2 1.6
C -3.824 -3.571 2.040 0.5 1.3 -0.7
O -4.875 -3.445 2.916 -2.0 -1.1 1.7
C -5.056 -2.245 3.663 0.6 -0.6 -1.2
N -2.896 -4.911 0.205 -0.7 0.9 -0.5
H -4.215 -6.125 3.083 -0.4 0.0 -0.3
H -2.584 -5.806 2.814 0.4 -0.2 -0.5
H -3.443 -6.997 1.757 0.2 0.0 0.0
H -4.852 -5.109 0.925 -0.3 0.3 0.1
H -3.944 -2.721 1.360 0.5 0.0 -0.7
H -2.874 -3.425 2.561 0.4 -0.2 0.0
H -4.170 -2.059 4.272 0.0 0.2 0.2
H -5.953 -2.324 4.275 0.2 -0.3 0.0
H -5.226 -1.439 2.945 0.2 0.4 0.1
H -3.294 -4.178 -0.372 0.6 0.2 -0.8
H -3.075 -5.729 -0.364 0.2 -0.3 0.0
C 4.633 2.539 -0.171 1.3 0.2 -0.9
C 4.413 2.139 -1.668 0.6 0.2 1.4
C 5.559 1.332 -2.283 0.5 -0.1 0.2
O 6.812 1.944 -2.254 0.8 -0.4 0.4
C 7.037 2.932 -3.229 -0.6 0.2 0.4
N 3.249 1.275 -1.675 -0.2 0.3 -1.2
H 4.649 1.693 0.517 -0.1 -0.4 -0.4
H 3.914 3.233 0.263 -0.1 0.1 -0.5
H 5.636 2.967 -0.123 0.0 0.3 0.3
H 4.316 2.982 -2.351 -0.5 0.5 0.4
H 5.353 1.029 -3.313 -0.5 0.2 -0.3
H 5.638 0.383 -1.748 0.3 0.0 0.3
H 6.871 2.573 -4.247 0.0 -0.2 -0.1
H 8.064 3.277 -3.118 -0.1 0.0 0.0
H 6.326 3.736 -3.028 0.2 0.5 -0.3
H 3.688 0.363 -1.713 -0.9 -0.7 0.3
H 2.842 1.418 -2.591 -0.5 -0.6 -0.3
C 3.136 2.156 -6.882 1.6 1.8 -0.8
C 2.668 2.505 -5.469 0.1 -1.1 0.1
C 1.793 3.766 -5.254 -0.7 -0.6 -1.2
O 2.453 4.967 -5.516 0.7 0.8 0.5
C 3.339 5.314 -4.471 0.2 -0.2 0.4
N 1.992 1.284 -5.072 -1.6 -1.1 0.8
H 2.337 1.850 -7.559 -0.3 0.0 0.4
H 3.926 1.406 -6.925 -0.3 -0.4 0.5
H 3.644 2.968 -7.406 -0.2 0.5 0.1
H 3.417 2.523 -4.677 0.9 0.6 -0.6
H 1.327 3.779 -4.267 0.2 -0.2 0.3
H 0.958 3.782 -5.956 -0.1 -0.3 -0.1
H 2.894 5.168 -3.484 -0.4 -0.2 0.1
H 3.640 6.361 -4.465 -0.1 0.0 -0.7
H 4.226 4.679 -4.503 0.3 0.1 0.0
H 2.609 0.550 -4.751 0.4 0.3 0.3
H 1.573 0.817 -5.866 -0.4 0.3 -0.2